Entry 1:
Density functional theory data (ωB97M-V/def2-TZVPD) for a structure of composition C30H80ClFNO20Y at a distorted geometry.

XYZ file:
```
134
Properties=species:S:1:pos:R:3:forces:R:3
Y -12.44929 -15.91817 26.75905 2.3010 1.1205 0.1608
Cl -11.11848 -14.89221 24.58694 -0.4819 -0.4055 0.6277
F -13.78811 -14.00117 26.81582 -0.2007 -0.5897 0.0319
O -14.37485 -16.18313 25.17959 0.0387 -0.4839 -0.2080
O -17.37121 -13.58108 33.65511 -0.4153 -0.2164 0.0179
O -10.44761 -17.12337 27.68649 -0.8818 0.1614 -0.4806
O -14.17615 -12.86735 21.77415 0.1702 1.0155 -0.8004
O -12.08842 -18.06956 25.50229 -0.0623 0.9133 -1.3003
O -14.29876 -16.97535 31.16863 1.7535 1.8913 0.0964
O -16.22547 -12.25302 27.44540 -0.8793 -1.3465 0.1422
O -18.32926 -13.99734 28.31758 -0.5311 -1.0999 0.4271
O -13.41063 -11.13771 26.47958 -0.8409 -0.4430 0.2733
O -15.33639 -13.62196 24.38450 -0.7226 0.0671 -0.4889
O -9.28341 -10.83995 24.50944 -0.1434 0.4435 0.9265
O -11.09957 -14.20227 27.79872 -0.8684 0.1090 1.1812
O -9.17223 -12.37652 27.24320 -0.1480 -0.0926 0.3421
O -15.95103 -11.69635 31.91970 0.4146 -0.0277 1.1156
O -16.19414 -17.34329 29.00356 0.9828 0.0794 -0.8103
O -13.73633 -17.69715 27.63705 0.1165 -0.1581 -0.4012
O -17.68769 -9.48183 23.66705 0.1259 0.3109 0.6385
O -12.98214 -15.68097 29.08814 0.9046 0.6754 -0.0333
O -13.20548 -10.68115 23.42911 0.0435 0.5548 -0.2183
O -21.53635 -12.92623 29.90858 0.8226 0.5665 0.3332
N -9.54133 -17.03987 28.75795 0.5581 1.5636 2.0812
C -7.99634 -15.79426 27.13362 -1.5737 0.0976 0.4894
C -6.99725 -17.45820 28.62339 -1.3525 -0.5483 0.6454
C -9.53451 -11.02010 26.97877 0.0336 0.2778 -0.2379
C -10.99889 -18.78648 29.90938 -0.6090 0.4575 -0.6637
C -12.36475 -11.08305 22.36319 -0.8448 -1.3013 -0.5425
C -19.02473 -11.42338 23.93738 1.0275 0.6460 -0.2027
C -7.70502 -15.28410 29.62487 -0.8621 0.3456 -0.4056
C -14.76037 -10.61126 26.49369 1.1200 0.7122 0.6437
C -17.63943 -10.88111 23.49278 -1.3355 -0.9186 -0.9765
C -16.01099 -14.82453 24.03974 0.3225 0.3044 1.7106
C -15.77895 -15.93462 25.11127 0.1177 0.2914 -1.3950
C -15.36090 -17.82187 31.25417 -1.9036 -1.0272 -1.2686
C -13.98518 -18.77889 26.75815 1.4225 -1.4928 -0.1570
C -16.54165 -17.37200 30.34894 -0.8057 -0.5376 1.8633
C -15.62758 -11.03863 27.67633 1.3187 1.7513 -0.1781
C -12.62287 -14.39506 29.63750 -0.8862 0.5852 -0.4284
C -17.39159 -11.14193 21.99486 0.5651 0.1775 0.8240
C -8.51717 -18.94501 30.03057 -0.3635 1.0045 -0.0979
C -10.19313 -10.82898 25.64032 0.0214 -0.4392 -1.0133
C -20.47440 -13.77170 29.44290 -0.9706 -0.3704 -0.5310
C -12.63350 -19.19439 26.09800 -1.2346 -0.4995 1.2035
C -11.23225 -13.96511 29.20512 -0.3680 -1.1109 0.4541
C -12.78080 -12.51815 21.89964 -0.5718 -0.4577 0.8024
C -7.08596 -18.36359 29.86340 -0.9810 1.1348 0.1828
C -9.79223 -17.87170 30.02563 3.2323 -1.5785 -1.6611
C -8.15974 -16.36721 28.57451 1.1205 -1.9252 -0.3249
C -17.12710 -13.86407 32.30114 2.3359 0.3363 -0.6436
C -16.97111 -12.55565 31.50537 -1.4690 -0.6789 -0.8775
C -19.34150 -13.07836 28.66965 -0.2544 0.6050 0.1606
C -9.78309 -17.21541 31.42364 0.2946 0.5377 -0.6768
H -6.87744 -17.75078 30.74037 0.2828 0.0054 0.2624
H -11.31381 -11.17816 22.63627 0.1538 0.1115 0.2895
H -20.08968 -14.35294 30.28090 0.2610 -0.1463 -0.0896
H -8.78204 -16.95656 31.76857 0.0968 -0.0749 -0.1478
H -13.06166 -11.23277 24.20153 0.1839 -0.1489 0.3180
H -17.08616 -14.68137 23.93207 -0.1556 0.2323 0.0060
H -15.50653 -12.86156 27.25989 0.3666 -0.6811 -0.0965
H -16.97672 -16.43268 30.69025 0.3905 0.4605 -0.0622
H -8.69829 -11.58502 24.66465 0.0977 -0.1564 -0.3766
H -16.24483 -16.80717 24.65332 -0.3301 -0.3722 0.4164
H -14.55572 -12.85305 22.65581 -0.0468 0.1091 0.3458
H -17.10911 -14.38348 34.11234 -0.1326 0.1624 0.4545
H -16.18159 -10.78227 31.73830 -0.1496 -0.0778 0.0143
H -21.09018 -14.40543 28.80468 0.8774 -0.6207 -0.3720
H -16.10099 -15.81458 26.14566 -0.3616 0.5969 -0.2899
H -18.05173 -10.54236 21.36809 -0.3782 -0.3069 0.1071
H -8.64847 -19.61895 29.18401 -0.4138 -0.1512 0.0314
H -11.16688 -19.39035 30.80114 0.4947 -0.1179 0.0676
H -21.36369 -12.75528 30.83732 -0.1257 0.3144 0.0350
H -11.84603 -19.52123 26.77709 -0.5894 -0.3568 0.8304
H -19.73670 -12.57794 27.78563 -0.2300 -0.0751 -0.1413
H -10.88782 -11.64716 25.45032 -0.3319 -0.0489 0.3717
H -17.41506 -12.20909 21.77414 -0.0406 0.0818 -0.2505
H -12.75989 -19.97888 25.35189 -0.4993 -0.1332 -0.0088
H -8.10814 -14.32562 29.29786 0.0937 0.2711 -0.0067
H -11.93131 -18.23548 29.78646 -0.0206 0.3040 -0.1833
H -10.49501 -14.56527 29.73840 0.1347 -0.1713 -0.0642
H -11.05392 -12.92252 29.46841 -0.2042 0.1623 -0.1845
H -15.60997 -15.11048 23.06736 0.0026 -0.5023 -0.0515
H -7.97800 -15.35613 30.67767 -0.4413 -0.6004 -0.1732
H -16.97958 -17.12062 28.49845 -0.0068 0.1512 -0.1633
H -11.40997 -18.48806 24.96734 0.7524 1.2622 -0.3155
H -13.65011 -16.03357 29.68066 -0.2354 -0.5730 0.1757
H -8.59552 -19.49447 30.96868 0.1248 -0.3099 0.0368
H -12.49298 -13.18642 22.71123 0.9768 -0.0378 -0.0750
H -15.26066 -10.88166 25.56379 -0.0845 0.4995 -0.1412
H -14.44711 -17.73771 28.28107 -0.4203 0.6193 0.4492
H -15.64880 -17.91805 32.30105 -0.4901 -0.3632 -0.1708
H -12.41172 -10.32395 21.58238 -0.3601 -0.0194 0.0029
H -6.61855 -15.20756 29.66731 0.0558 0.0274 -0.4299
H -14.30998 -19.61839 27.37282 -0.2663 -0.1617 -0.2176
H -7.12084 -15.17078 26.95239 0.2163 -0.1230 0.5239
H -10.16990 -17.94074 32.13944 -0.2381 0.1918 0.0509
H -10.25343 -10.68108 27.72464 0.0840 -0.3771 0.2521
H -8.63825 -10.40590 27.06595 0.0369 0.2157 -0.0299
H -17.78671 -14.60895 31.85595 -0.8290 0.5747 -0.2161
H -8.59079 -12.69912 26.55076 0.1375 -0.0957 -0.0667
H -14.97872 -11.01985 28.55196 0.1872 -0.3687 0.3811
H -10.33667 -16.27645 31.42103 -0.3813 -0.0868 0.1618
H -8.88695 -15.19909 26.93194 0.0115 0.1578 -0.2263
H -18.93685 -12.28006 29.29180 0.1102 0.1293 0.2543
H -16.86255 -9.13373 23.32126 0.1344 0.1944 0.0045
H -14.20440 -16.43323 24.26855 1.0798 -0.0302 -0.1444
H -16.17081 -14.38083 32.22016 0.5962 -0.1102 0.1031
H -6.31051 -19.12611 29.79046 -0.1838 -0.2543 0.2003
H -15.01080 -18.76938 30.84457 -0.1891 -0.4222 0.2717
H -10.30219 -13.71294 27.58345 0.5384 0.3753 -1.0160
H -13.37998 -13.71315 29.25035 0.1483 0.3620 -0.1196
H -8.01771 -16.58146 26.37999 0.0156 -0.0908 0.1849
H -16.77845 -12.70307 30.44271 -0.3172 -0.9102 -0.1706
H -12.32455 -12.82555 20.95866 0.2192 0.1636 0.1049
H -16.85357 -11.36546 24.07239 0.1868 0.1152 0.1438
H -14.95975 -13.70376 25.26372 0.5941 -0.1061 0.4626
H -19.17103 -11.24050 25.00193 -0.1120 0.0927 -0.0156
H -14.48471 -9.56913 26.65514 -0.9598 0.4045 -0.6671
H -19.73412 -10.84429 23.34619 -0.3615 -0.2362 0.1662
H -17.98894 -12.16883 31.55526 -0.0137 0.9382 0.1496
H -16.36449 -10.26470 27.89106 -0.3707 -0.1701 -0.3651
H -10.76139 -9.89884 25.63678 0.2153 0.0554 -0.2178
H -12.77959 -14.41298 30.71602 0.5280 -0.0644 0.1480
H -14.23179 -16.49581 31.99758 0.2820 0.2341 -0.1249
H -16.39033 -10.75882 21.79793 0.2459 -0.2839 -0.2477
H -14.74429 -18.49876 26.02782 0.1251 -0.1578 -0.1460
H -19.12864 -12.49316 23.75605 0.0325 0.0491 -0.1501
H -17.59192 -13.55769 27.88787 0.0674 0.6931 -0.0120
H -13.50446 -12.05438 26.74886 0.5690 -0.9150 -0.1313
H -17.37008 -18.07275 30.45267 0.0208 -0.4337 0.3883
H -7.10409 -18.13420 27.77504 0.0032 0.1931 -0.3599
H -6.02741 -16.96241 28.58226 0.0342 -0.0110 -0.1407
H -10.88368 -19.42635 29.03451 -0.0975 -0.0444 0.0610
```
Positions in Å, forces in eV/Å.

M (g mol⁻¹): 918.314
Orbital gap (Eh): 0.1857
F_max (eV/A): 3.96
DFT total energy (eV): -91129.2807
Net charge: 0
HOMO level (hartree): -0.2003

Mulliken atomic charge list, values in e, 5 entries: number 1, Y, carries -1.136; number 2, Cl, carries -0.603; number 3, F, carries 1.051; number 4, O, carries 0.166; number 5, O, carries -0.568

***

Entry 2:
Density functional theory data (ωB97M-V/def2-TZVPD) for a cluster of 14 separate species, C30H81BClNO16S in total at a distorted geometry.

XYZ file:
```
131
Properties=species:S:1:pos:R:3:forces:R:3
Cl 0.03517 4.39137 3.18179 0.4157 -0.7920 -0.3014
S 0.92864 2.63716 3.88394 -0.6480 -2.0890 4.7798
O 0.90350 -0.84024 -1.21648 -0.8277 -0.1126 1.1704
O 8.15901 -1.50566 1.36917 -0.0303 -0.0686 0.0275
O 0.23018 -4.74856 -4.69019 -0.1831 -0.1453 -0.1776
O -5.01384 -1.61101 3.03743 -0.0249 -0.0557 -0.0847
O 0.04155 1.49377 3.74315 0.8662 1.3716 -1.9197
O -4.57848 5.20135 -0.96634 0.0123 -0.1055 0.0153
O -2.24720 -6.67159 -4.82757 -0.1597 0.0673 -0.0473
O 1.13478 2.86849 5.31967 0.4738 0.9967 -2.0468
O -7.31953 8.32616 -1.19682 -0.0005 -0.1671 0.0779
O -0.13944 -7.47629 1.05624 0.1380 0.0236 -0.0025
O -10.54482 8.15288 0.45192 0.1489 0.0996 -0.0154
O 10.18631 -1.54851 -1.85056 0.0205 0.0686 -0.0264
O -7.45043 12.69663 -1.45697 -0.0599 0.0156 0.0113
O 8.43561 -4.02619 3.70435 0.0695 0.1324 -0.0534
O -4.40240 -9.02067 0.71286 0.0023 0.0081 0.0608
O 2.18164 6.73333 2.30671 0.0596 -0.0280 -0.0373
N 4.58838 -2.35466 -1.27886 1.7421 0.2864 0.9449
C -1.34965 -4.28403 0.79881 0.9167 -0.4268 -0.2030
C -2.97732 -0.18496 0.56121 1.9923 0.1367 -0.9391
C 3.20055 1.37824 -0.62000 -0.4511 0.2562 0.1852
C -0.35737 -3.85941 -1.60565 0.4190 -0.5893 0.8221
C 1.95037 -1.14831 -0.24958 0.3999 -0.9021 -0.0047
C 2.59595 2.40008 3.16688 0.6765 -0.8997 -1.0488
C -4.68977 -0.75107 4.12361 -0.2311 -0.0988 -0.0722
C 4.68051 -0.91386 -0.89393 -1.2094 0.8284 -0.6803
C -2.45103 -1.54384 0.48804 0.5457 1.6496 -0.5137
C -0.35226 -0.73095 -0.60766 -2.3553 1.5405 0.7431
C 5.61590 -3.08635 -0.46278 0.1178 -0.5230 -0.8846
C -0.89033 0.63771 -0.51541 -0.7665 -0.8621 0.5540
C -11.17250 6.97402 -0.04090 0.0877 -0.0080 0.2684
C 3.25950 7.17532 3.12133 -0.2855 -0.1935 0.0357
C 9.05954 -0.45945 1.01985 0.1038 -0.2478 0.2876
C 9.87449 -2.93570 -1.80166 0.1083 0.1322 -0.2207
C -0.53785 -3.29274 -0.13973 -0.3845 0.4171 0.8697
C -4.66393 -9.97049 -0.31245 -0.0199 0.3299 -0.0226
C 2.49265 2.07530 0.61705 0.8524 0.4106 -0.0300
C 2.63217 1.31224 1.99255 -0.6908 1.6736 0.0542
C -2.71642 2.41474 0.18159 0.6632 -0.6552 -0.3385
C -6.24432 13.42899 -1.63597 -0.2953 0.1054 -0.0797
C -1.12959 -1.84529 -0.07935 -0.3692 1.2144 -0.2628
C -2.18018 0.94971 0.06864 0.3372 -2.0344 0.2344
C -6.46887 9.46608 -1.13702 -0.3718 -0.0183 0.0643
C -2.04550 -7.82484 -5.63080 0.1722 0.3481 0.0118
C -0.75881 -8.65737 0.55804 0.0266 0.0079 0.3749
C -3.72761 6.33785 -0.90571 -0.3455 -0.0536 0.1304
C 1.42885 -4.00150 -4.86374 -0.2331 0.1662 -0.0816
C 7.79795 -5.19985 3.21202 0.0657 0.0113 0.2533
B 3.24175 -0.22584 -0.57831 0.4252 -0.0994 -0.1741
H 6.86420 -5.37047 3.75306 -0.0464 -0.1392 -0.1324
H 3.84122 7.90645 2.56228 -0.0755 -0.0549 -0.0311
H 1.74596 0.64355 2.12302 1.0418 0.2246 0.0654
H -3.36181 2.53966 1.08885 0.4643 -0.1547 -0.9203
H 2.64064 1.72263 -1.54115 0.6358 -0.4813 0.7409
H -4.22590 7.19587 -1.36362 0.1737 0.1189 0.0347
H -0.08577 -9.50978 0.68527 -0.1126 -0.1240 -0.1321
H 3.01014 3.07121 0.75579 -0.5902 -0.9141 -0.2324
H 3.61623 0.78640 2.12579 -1.0041 0.2877 -0.3740
H -3.28311 2.65811 -0.75707 0.3724 -0.0145 1.0315
H 0.48816 -3.22380 0.32238 -1.0450 -0.0325 -0.4652
H 3.90107 6.32917 3.38316 0.1554 0.1317 0.1120
H 9.09298 -3.16769 -2.52989 -0.0221 -0.1949 0.0785
H 10.76883 -3.52636 -2.01670 -0.0979 -0.1721 0.0362
H -5.41064 12.81323 -1.30209 -0.1059 -0.0353 0.0028
H -1.00990 -8.16373 -5.54173 -0.0332 -0.1612 -0.1158
H -3.98258 0.05006 0.98400 0.9603 -0.5700 -0.2907
H -10.36610 8.01037 1.38792 -0.0030 0.1024 -0.1246
H -3.48327 6.55989 0.13669 0.1585 0.1795 -0.0637
H 4.24978 1.77495 -0.71121 -0.9146 -0.3076 0.0497
H 9.51625 -3.17625 -0.80161 -0.0013 0.1260 -0.0307
H -5.37986 5.41949 -0.47735 0.0516 -0.0459 -0.1572
H 5.33597 -0.72173 0.00125 -0.3436 -0.3151 -0.7131
H -2.81156 6.11873 -1.45229 -0.0785 -0.0830 0.0203
H 10.50001 -1.35673 -2.74106 -0.0301 0.0478 0.1495
H -4.03552 -9.76210 -1.18236 -0.0670 -0.1718 -0.0985
H 2.87243 7.64237 4.03048 0.2037 0.0461 0.0670
H -0.28072 1.50022 -0.89082 -0.4548 -1.0660 0.2608
H 5.86196 -4.01379 -1.05780 -0.2740 0.5874 1.0646
H 1.68028 6.08775 2.81963 0.0319 0.1460 -0.1575
H 6.58161 -2.50853 -0.34413 -1.0149 -0.5221 0.0359
H 1.42237 2.32486 0.39634 0.8436 -0.4780 0.3164
H -6.27446 14.34677 -1.04339 0.2037 0.0354 -0.0416
H 2.26963 -4.61387 -4.54243 -0.1234 -0.0451 0.0182
H -2.27202 -7.59621 -6.67582 0.0233 -0.2239 -0.0670
H -8.17309 13.25826 -1.75795 0.0400 -0.1499 0.0655
H -5.71801 -9.92927 -0.59842 0.0248 -0.1710 -0.1276
H -6.11074 13.67418 -2.69263 0.1955 0.0717 0.0396
H 3.01017 3.38967 2.85584 -0.5192 -0.7252 0.2337
H -6.96764 10.32297 -1.59256 0.2042 0.1245 0.0810
H 0.03746 -7.62069 1.99218 -0.0218 0.0855 -0.1260
H -3.11206 -2.35013 0.89082 0.8653 0.7440 -0.4586
H 0.74552 -4.00180 -1.77562 -1.0778 0.3180 -0.2147
H -11.38555 7.10981 -1.09955 0.0590 0.0801 0.0695
H -1.85161 3.13291 0.27069 -0.8757 -0.6867 -0.1289
H -10.50662 6.11698 0.08590 -0.1271 -0.1126 -0.1157
H -0.78874 -4.89978 -1.61388 0.2409 1.0873 -0.3306
H -3.61756 -0.56256 4.10976 -0.0540 -0.0548 -0.0946
H 4.91395 -2.44373 -2.24351 -0.2725 0.1784 0.3391
H 8.61825 -4.17117 4.63892 0.0135 0.1268 -0.1290
H -1.70101 -3.79067 1.74272 0.2593 -0.3893 -0.9295
H 1.55492 -3.73918 -5.91744 0.1843 0.0645 0.0315
H -0.49806 -4.18645 -4.97950 0.1322 0.0529 0.1801
H -5.22394 0.19720 4.02017 0.1044 0.0847 0.1597
H -2.21018 -4.75512 0.24588 0.7239 0.5381 0.6352
H -12.10805 6.79894 0.49600 -0.0442 -0.1364 -0.1228
H -0.63294 -5.11650 1.10390 -1.1217 0.9273 -0.5075
H -0.97090 -8.52095 -0.50136 0.0595 0.0987 0.0619
H 5.14146 -0.32880 -1.74688 -0.2586 -0.3412 0.9051
H -1.64680 -5.98949 -5.15318 0.0432 -0.2512 0.2487
H 8.45935 -6.06122 3.33360 -0.1223 -0.1076 -0.1040
H -5.55247 9.24814 -1.68462 -0.0712 -0.0944 0.0201
H -6.22406 9.68749 -0.09431 0.1585 0.1804 -0.0601
H 1.39108 -3.09314 -4.25733 0.1734 0.0192 -0.0171
H 1.57122 -1.01856 0.80049 0.2916 0.0683 -0.8689
H 3.24190 1.98775 3.98697 -1.1682 0.6644 -0.2052
H -4.43354 -10.96462 0.06722 0.0071 0.0922 0.0622
H 7.58011 -5.06017 2.15447 0.0410 0.0865 0.0681
H -5.96438 -1.76457 3.06776 0.1450 -0.0322 -0.0677
H -4.61248 -8.15073 0.35535 0.0764 -0.0755 0.1310
H 8.58902 -2.03708 2.05178 -0.2281 -0.0425 -0.0240
H 5.18382 -3.32141 0.54299 0.5092 0.0493 -0.8403
H 9.98712 -0.88622 0.63402 0.0502 0.2551 -0.0988
H -4.96025 -1.22771 5.06940 0.0833 0.1496 0.1062
H -1.69395 -8.83749 1.09328 -0.0614 -0.1673 -0.1766
H -0.81055 -3.21223 -2.39634 0.3917 -0.6028 0.7191
H -2.71249 -8.61248 -5.28315 0.0002 0.0926 0.0343
H 8.59905 0.15678 0.24948 -0.0132 -0.1129 0.0097
H 9.26967 0.15655 1.89885 0.0793 0.1362 -0.0961
H 2.17387 -2.24962 -0.36041 0.0694 1.1428 0.1175
H -8.12237 8.54295 -0.70565 0.0130 -0.1144 -0.1188
```
Positions in Å, forces in eV/Å.

M (g mol⁻¹): 790.301
Orbital gap (Eh): 0.2678
F_max (eV/A): 5.26
DFT total energy (eV): -90697.9056
Net charge: 0
HOMO level (hartree): -0.2853

Mulliken atomic charge list, values in e, 5 entries: number 1, Cl, carries -0.265; number 2, S, carries 1.229; number 3, O, carries -0.659; number 4, O, carries -0.375; number 5, O, carries -0.457